Record 1
ORCA calculation (ωB97M-V/def2-TZVPD) on a single C3HNO3 molecule at a distorted geometry.

Results
Relative energy (zero: lowest compared OMol25 entry of this formula, charge and spin) ... 1.948 eV
Maximum force ... 2.47 eV/Å
E ... -395.30585 a.u.
HOMO level ... -10.48 eV
E_LUMO ... -2.0 eV
Structure (SMILES) ... O=C1C=NOC1=O

Each line ends with the Löwdin charge.
Geometry (Å):
C  1.02523  -0.69037  0.03819  -0.274
C  -0.80663  0.80790  0.11306  -0.034
C  -0.59773  -0.65953  -0.02636  -0.233
H  -1.68865  1.38178  0.18736  0.111
N  0.28141  1.50750  -0.06887  0.090
O  1.84324  -1.53807  0.03398  0.202
O  1.38900  0.70516  -0.15021  -0.017
O  -1.44587  -1.51437  -0.12715  0.153

Force components x, y, z for each atom (eV/Å):
C -0.341 0.973 -1.565
C 2.159 0.550 -1.056
C -0.383 0.505 1.062
H -1.050 0.113 0.081
N -1.702 -0.933 0.676
O -0.520 0.169 0.356
O 0.045 -2.034 0.434
O 1.793 0.657 0.011

=====

Record 2
ORCA calculation (ωB97M-V/def2-TZVPD) on a single C3HNO3 molecule.

Results
Relative energy (zero: lowest compared OMol25 entry of this formula, charge and spin) ... 0.407 eV
Maximum force ... 0.85 eV/Å
E ... -395.36251 a.u.
HOMO level ... -11.31 eV
E_LUMO ... -1.4 eV
Structure (SMILES) ... N#CC(=O)C(=O)O

Each line ends with the Löwdin charge.
Geometry (Å):
C  -0.44490  0.43571  0.39898  -0.296
C  0.75823  -0.51443  0.18444  -0.473
O  1.78858  -0.05302  -0.52280  0.157
C  -1.63800  -0.09103  -0.23516  -0.098
O  -0.39874  1.43768  1.05983  0.173
O  0.72709  -1.59768  0.67300  0.181
N  -2.53848  -0.50896  -0.80475  0.214
H  1.74621  0.89173  -0.75354  0.140

Force components x, y, z for each atom (eV/Å):
C 0.803 0.016 0.269
C -0.035 0.591 0.226
O 0.331 0.202 -0.124
C -0.472 0.151 0.082
O -0.027 -0.309 -0.374
O -0.043 -0.163 -0.102
N -0.278 -0.143 -0.190
H -0.278 -0.346 0.214

=====

Record 3
ORCA calculation (ωB97M-V/def2-TZVPD) on a single C3HNO3 molecule at a distorted geometry.

Results
Relative energy (zero: lowest compared OMol25 entry of this formula, charge and spin) ... 4.504 eV
Maximum force ... 3.98 eV/Å
E ... -395.21192 a.u.
HOMO level (alpha / beta) ... -8.44 / -8.77 eV
E_LUMO (alpha / beta) ... -1.8 / -1.4 eV

Each line ends with the Löwdin charge.
Geometry (Å):
C  0.00732  0.17586  0.22775  -0.121
C  -0.91556  -0.45352  1.01732  -0.166
C  -1.74558  1.67707  1.44768  -0.306
N  0.07460  1.47932  0.04012  0.081
O  -1.31776  -1.32739  1.69057  0.178
O  -2.51670  1.94493  2.29704  0.172
O  -0.69290  2.19568  0.92722  0.032
H  0.50256  -0.40112  -0.53849  0.131

Force components x, y, z for each atom (eV/Å):
C 0.749 0.893 -1.137
C -2.343 0.493 1.925
C -1.457 -3.661 0.565
N 0.582 -0.912 -0.276
O 0.629 0.439 -0.600
O 0.705 0.652 -0.516
O 0.936 2.164 0.158
H 0.199 -0.069 -0.118

=====

Record 4
ORCA calculation (ωB97M-V/def2-TZVPD) on 2 unconnected molecules or ions with the total composition C3HNO3 at a distorted geometry.

Results
Relative energy (zero: lowest compared OMol25 entry of this formula, charge and spin) ... 0.142 eV
Maximum force ... 3.99 eV/Å
E ... -395.37223 a.u.
HOMO level ... -11.32 eV
E_LUMO ... 0.4 eV

Each line ends with the Löwdin charge.
Geometry (Å):
C  -0.78647  -1.12276  -0.58052  -0.333
C  0.61603  0.88434  -0.92690  -0.363
C  0.88569  1.11859  2.03835  0.032
N  -0.17407  0.01675  -1.15354  0.172
O  1.45540  1.65352  -0.93072  0.200
O  0.11373  0.45411  2.54259  0.039
O  -0.53171  -1.64558  0.44060  0.097
H  -1.57860  -1.35897  -1.42986  0.157

Force components x, y, z for each atom (eV/Å):
C -1.672 0.960 -3.490
C 0.445 -1.063 -0.387
C -1.089 -0.959 0.877
N -1.167 -0.856 0.485
O 1.258 1.958 0.305
O 1.064 0.969 -0.634
O 0.136 -0.442 0.697
H 1.025 -0.566 2.147

=====

Record 5
ORCA calculation (ωB97M-V/def2-TZVPD) on a molecular structure, C3HNO5 at a distorted geometry.

Results
Relative energy (zero: lowest compared OMol25 entry of this formula, charge and spin) ... 4.913 eV
Maximum force ... 2.73 eV/Å
E ... -545.75382 a.u.
HOMO level ... -11.72 eV
E_LUMO ... -0.5 eV

Each line ends with the Löwdin charge.
Geometry (Å):
C  1.13533  -1.42101  -0.75777  -0.381
C  1.10979  0.61286  -0.50145  -0.322
C  0.04432  -0.44887  -0.28025  0.022
N  -1.11512  -0.44105  -1.23587  -0.377
O  -1.48315  -1.53027  -1.50263  0.156
O  1.35669  -2.55804  -0.97791  0.208
O  1.24411  1.76513  -0.53864  0.239
O  -1.54209  0.63997  -1.54452  0.141
O  2.05227  -0.40481  -0.90264  0.164
H  -0.39355  -0.63705  0.62359  0.149

Force components x, y, z for each atom (eV/Å):
C 0.799 -0.257 0.083
C 0.310 -1.514 -0.719
C 0.741 -0.299 -2.423
N 1.222 1.497 1.109
O -1.292 -1.520 -0.981
O -0.695 0.265 0.215
O 0.143 0.720 0.290
O -0.461 0.083 -0.464
O -0.010 1.251 0.275
H -0.758 -0.225 2.615

=====

Record 6
ORCA calculation (ωB97M-V/def2-TZVPD) on a molecular structure, C3HO2Sr at a distorted geometry.

Results
Relative energy (zero: lowest compared OMol25 entry of this formula, charge and spin) ... 3.640 eV
Maximum force ... 1.65 eV/Å
E ... -295.69104 a.u.
HOMO level ... -10.63 eV
E_LUMO ... -6.5 eV
Total charge ... +1

Each line ends with the Löwdin charge.
Geometry (Å):
C  -0.30982  -0.62760  -0.55478  -0.476
O  -0.80153  0.42857  -0.01826  -0.081
O  0.94487  -0.77280  -0.17809  -0.137
C  1.38215  0.28127  0.68071  -0.082
C  0.30623  1.05272  0.82920  -0.065
H  0.04350  2.00618  1.27144  0.100
Sr  -1.56539  -2.36835  -2.03024  1.742

Force components x, y, z for each atom (eV/Å):
C 0.118 -0.013 0.250
O -0.058 0.689 0.433
O -0.368 -0.525 -0.562
C 0.710 0.302 0.586
C -0.935 -0.696 -1.172
H -0.018 -0.445 -0.124
Sr 0.551 0.689 0.589